Molecular formula: C34H67ClN4O6
Method: DFT, ωB97M-V/def2-TZVPD

As for the frontier orbital gap: 8.060 eV. As for the calculated total energy: -2465.66972 Eh. As for the SMILES: CCOCCOCCOC[C@](CCN(CC)C(C)=O)(OC)[C@H](Cl)OCc1ccncc1.CCN(CC)CC.CCN(CC)CC. The molar mass comes out at 663.38 g/mol. Its LUMO energy is -0.1 eV.

Element x y z (Å)
C  2.003  5.181  4.551
C  2.117  4.658  2.966
O  1.914  5.847  2.122
C  2.762  5.834  0.921
C  1.881  5.529  -0.461
O  2.412  4.285  -1.072
C  1.827  3.095  -0.404
C  1.687  1.811  -1.440
O  0.411  1.096  -1.282
C  0.276  0.547  0.108
C  -0.770  -0.710  0.201
C  -2.331  -0.307  0.482
C  -2.774  1.189  -0.014
N  -4.229  1.206  -0.424
C  -4.893  2.546  -0.199
C  -5.364  2.584  1.405
C  -4.463  0.652  -1.810
C  -3.439  0.718  -3.087
O  -5.676  0.076  -2.029
O  -0.379  -1.644  1.309
C  -0.033  -0.895  2.527
C  -0.780  -1.673  -1.164
Cl  -1.448  -3.369  -0.665
O  0.590  -1.919  -1.645
C  0.686  -1.590  -3.082
C  2.257  -1.250  -3.414
C  3.528  -1.534  -2.363
C  5.004  -1.155  -2.934
N  5.444  -0.593  -4.242
C  4.359  -0.272  -5.212
C  2.809  -0.584  -4.834
H  2.012  4.211  5.206
H  2.944  5.879  4.715
H  0.989  5.801  4.645
H  3.163  4.146  2.857
H  1.215  3.889  2.825
H  3.659  5.082  0.952
H  3.224  6.931  0.830
H  0.714  5.449  -0.233
H  1.980  6.426  -1.237
H  2.627  2.773  0.420
H  0.792  3.296  0.104
H  2.602  1.097  -1.205
H  1.810  2.255  -2.541
H  -0.090  1.424  0.817
H  1.389  0.281  0.431
H  -3.026  -1.075  -0.106
H  -2.645  -0.409  1.625
H  -2.690  1.898  0.942
H  -2.095  1.671  -0.835
H  -4.168  3.451  -0.466
H  -5.892  2.569  -0.818
H  -6.470  2.985  1.535
H  -5.239  1.470  1.811
H  -4.582  3.274  1.969
H  -3.718  1.617  -3.813
H  -2.303  0.789  -2.816
H  -3.551  -0.266  -3.753
H  -0.150  -1.611  3.474
H  1.136  -0.666  2.473
H  -0.660  0.079  2.707
H  -1.511  -1.258  -1.980
H  0.356  -2.573  -3.668
H  0.023  -0.688  -3.423
H  3.337  -2.006  -1.286
H  5.894  -1.375  -2.165
H  4.629  0.176  -6.260
H  1.991  -0.305  -5.652
C  -3.419  -5.802  -3.252
C  -3.352  -4.447  -3.949
N  -2.319  -4.351  -4.986
C  -2.110  -2.979  -5.463
C  -3.264  -2.302  -6.199
C  -2.357  -5.372  -6.034
C  -3.631  -5.479  -6.867
H  -2.458  -6.062  -2.796
H  -4.172  -5.773  -2.457
H  -3.708  -6.604  -3.939
H  -3.140  -3.702  -3.172
H  -4.346  -4.210  -4.347
H  -1.220  -2.951  -6.105
H  -1.849  -2.356  -4.600
H  -3.363  -2.672  -7.221
H  -3.073  -1.226  -6.270
H  -4.220  -2.427  -5.684
H  -2.170  -6.349  -5.572
H  -1.505  -5.233  -6.711
H  -4.539  -5.398  -6.264
H  -3.661  -6.451  -7.370
H  -3.663  -4.718  -7.650
C  3.472  -2.166  5.458
C  3.657  -1.152  6.583
N  3.616  0.247  6.148
C  4.040  1.187  7.192
C  3.172  1.292  8.444
C  2.431  0.656  5.391
C  1.074  0.497  6.069
H  4.227  -2.034  4.676
H  3.573  -3.182  5.856
H  2.480  -2.097  5.002
H  4.638  -1.353  7.031
H  2.910  -1.354  7.361
H  4.149  2.188  6.756
H  5.053  0.910  7.507
H  2.262  1.865  8.258
H  3.723  1.819  9.229
H  2.895  0.313  8.845
H  2.410  0.091  4.451
H  2.544  1.699  5.070
H  0.978  -0.449  6.608
H  0.280  0.523  5.314
H  0.874  1.316  6.764

Forces on the atoms, in the same order (eV/Å):
0.059 -0.019 -1.711
-1.084 0.126 2.075
2.007 -2.074 -0.518
-0.183 1.360 -1.158
0.150 0.459 0.310
-2.474 0.031 1.167
0.978 -0.906 0.482
1.175 1.097 0.120
0.860 0.024 1.413
0.921 0.716 -0.109
-0.622 -1.060 0.135
-0.959 0.128 -0.569
0.448 0.790 1.164
1.104 -0.002 -2.641
-1.371 0.076 0.894
1.097 -0.004 -0.305
-5.804 -2.400 -0.802
0.246 -0.569 -0.525
7.383 3.691 1.194
-0.107 2.743 -0.082
1.357 -0.609 1.006
1.007 0.087 0.642
0.329 1.582 -0.654
-2.457 1.750 -1.116
1.207 -0.723 -0.956
5.257 0.983 -0.721
-0.260 1.549 -4.248
-1.874 -0.025 -0.503
-5.466 -0.702 1.099
-1.882 -2.173 4.192
0.962 -0.526 1.514
-0.006 2.075 -0.947
-2.086 -1.485 0.020
2.349 -1.450 -0.005
-2.000 0.979 -0.205
2.076 1.434 -0.047
-1.828 1.246 0.116
-1.029 -2.359 0.223
2.534 0.001 -0.229
0.141 -2.153 1.567
-1.914 0.666 -1.408
1.894 -0.083 -1.051
-1.966 1.192 -0.667
-0.624 -1.263 2.386
0.638 -1.875 -1.374
-2.516 0.045 -0.481
1.558 1.512 1.310
0.967 0.120 -2.492
-0.205 -1.411 -2.124
-0.977 -1.080 1.434
-1.613 -1.852 0.479
2.260 0.008 0.939
2.475 -0.866 -0.246
-0.530 2.546 -0.850
-1.903 -1.379 -0.892
0.472 -1.791 1.868
-2.187 0.116 -0.291
-0.059 2.096 1.699
-0.019 1.466 -2.262
-2.537 -0.086 0.241
1.122 -1.836 -0.468
1.555 -0.765 1.540
0.780 2.152 0.996
1.255 -1.577 0.885
0.601 1.198 -2.707
-2.101 0.601 -2.071
-0.499 -0.991 2.406
1.926 -0.681 1.926
0.038 -0.083 -0.040
0.075 -0.102 -0.069
0.291 0.288 -0.059
0.047 -0.232 0.178
-0.124 0.202 -0.200
0.096 -0.211 0.286
-0.164 -0.063 -0.365
-0.091 0.054 -0.125
0.123 0.060 -0.142
0.050 0.058 0.063
0.098 0.066 -0.258
-0.133 0.019 0.031
-0.087 -0.207 0.045
-0.087 -0.147 0.147
-0.079 0.014 0.116
-0.002 -0.035 0.001
0.101 -0.024 -0.044
-0.058 0.179 0.119
-0.057 0.230 0.196
0.097 0.013 -0.011
0.001 0.080 0.054
-0.123 -0.057 0.127
-0.055 0.017 -0.082
-0.055 0.099 -0.177
0.175 0.260 0.020
0.191 -0.129 -0.150
-0.128 0.167 0.241
0.189 -0.290 -0.177
-0.364 0.168 0.054
-0.130 0.054 0.090
-0.011 0.191 -0.028
0.092 -0.006 0.002
-0.108 0.302 0.033
-0.041 -0.101 0.095
-0.120 -0.178 -0.124
-0.078 -0.163 -0.126
0.018 -0.122 0.051
-0.026 -0.046 -0.065
0.020 0.091 -0.071
0.117 -0.077 0.143
0.211 -0.077 0.204
0.053 0.068 -0.044
0.039 -0.012 0.041
-0.012 -0.189 0.012



Molecular formula: C34H68BBr2NO11S2
Method: DFT, ωB97M-V/def2-TZVPD

As for the frontier orbital gap: 8.534 eV. As for the calculated total energy: -8187.39024 Eh. As for the SMILES: COCCCCC[C@]1(c2ccccn2)CS(=O)(=O)O[C@](S)(B(O)OC)[C@H]1/C(Br)=C(/C)Br.CC(C)O.CC(C)O.CC(C)O.CC(C)O.CC(C)O. The molar mass comes out at 901.67 g/mol. Its LUMO energy is -0.3 eV.

Element x y z (Å)
C  3.718  4.991  0.738
O  3.909  5.074  -0.719
C  4.069  3.711  -1.248
C  2.647  3.062  -1.843
C  3.060  1.734  -2.671
C  1.985  0.521  -2.773
C  0.525  0.732  -2.113
C  0.239  0.153  -0.614
C  1.092  0.816  0.620
C  2.702  0.627  0.519
C  3.762  1.197  1.647
C  2.863  1.938  2.792
C  1.275  1.991  2.753
N  0.369  1.465  1.729
C  0.710  -1.460  -0.578
S  0.035  -2.100  1.048
O  1.278  -2.137  2.025
O  -0.322  -3.603  0.823
O  -1.134  -1.169  1.812
C  -2.024  -0.409  0.956
S  -2.901  1.047  1.839
B  -3.322  -1.434  0.649
O  -4.682  -0.841  0.389
O  -3.257  -2.903  0.668
C  -3.857  -3.264  1.996
C  -1.384  0.058  -0.514
C  -2.306  1.132  -1.337
Br  -3.764  0.409  -2.596
C  -2.294  2.601  -1.342
C  -3.370  3.529  -2.231
Br  -0.975  3.604  -0.291
H  3.060  4.053  0.978
H  3.078  5.947  1.043
H  4.735  4.985  1.358
H  4.446  2.970  -0.394
H  4.896  3.622  -2.103
H  1.820  2.943  -1.026
H  2.228  3.866  -2.620
H  4.087  1.335  -2.210
H  3.353  2.084  -3.775
H  2.566  -0.465  -2.430
H  1.811  0.341  -3.943
H  -0.214  0.104  -2.819
H  0.205  1.849  -2.298
H  3.203  0.030  -0.372
H  4.925  1.084  1.619
H  3.436  2.448  3.683
H  0.735  2.530  3.673
H  0.177  -2.089  -1.442
H  1.846  -1.629  -0.750
H  -2.785  0.664  3.213
H  -5.145  -0.721  1.292
H  -3.737  -2.354  2.760
H  -3.363  -4.207  2.481
H  -5.033  -3.431  1.914
H  -1.629  -0.948  -1.140
H  -4.499  3.200  -2.026
H  -3.302  4.656  -1.862
H  -3.110  3.531  -3.383
C  2.689  9.398  0.577
C  2.531  9.332  -0.933
C  1.440  8.351  -1.333
O  3.765  8.930  -1.521
H  2.974  8.422  0.985
H  3.486  10.099  0.850
H  1.760  9.720  1.058
H  2.291  10.327  -1.323
H  1.680  7.337  -0.994
H  1.345  8.304  -2.424
H  0.473  8.641  -0.910
H  3.986  8.047  -1.181
C  3.970  -4.123  -2.791
C  4.955  -3.004  -3.090
C  6.392  -3.494  -3.008
O  4.764  -1.945  -2.156
H  4.116  -4.514  -1.777
H  2.941  -3.753  -2.841
H  4.082  -4.948  -3.502
H  4.761  -2.600  -4.089
H  6.624  -3.862  -2.002
H  7.090  -2.675  -3.213
H  6.576  -4.300  -3.725
H  4.934  -2.295  -1.266
C  -1.068  1.551  7.456
C  -1.890  0.640  6.559
C  -1.010  -0.366  5.834
O  -2.593  1.429  5.602
H  -0.342  2.127  6.870
H  -1.712  2.278  7.962
H  -0.527  0.976  8.214
H  -2.638  0.110  7.159
H  -0.283  0.142  5.191
H  -1.615  -1.007  5.183
H  -0.468  -0.999  6.543
H  -1.937  1.903  5.065
C  -6.302  -8.324  2.385
C  -5.317  -7.205  2.086
C  -3.880  -7.694  2.168
O  -5.508  -6.145  3.020
H  -6.156  -8.714  3.399
H  -7.331  -7.954  2.335
H  -6.190  -9.148  1.674
H  -5.511  -6.800  1.087
H  -3.648  -8.062  3.174
H  -3.182  -6.876  1.963
H  -3.696  -8.500  1.450
H  -5.338  -6.495  3.910
C  -2.744  -2.079  -4.928
C  -1.776  -3.250  -4.878
C  -2.497  -4.574  -5.078
O  -1.111  -3.260  -3.618
H  -3.494  -2.156  -4.133
H  -2.213  -1.134  -4.771
H  -3.260  -2.034  -5.892
H  -1.010  -3.128  -5.652
H  -3.238  -4.740  -4.288
H  -1.790  -5.409  -5.028
H  -3.006  -4.604  -6.047
H  -1.784  -3.369  -2.925

Forces on the atoms, in the same order (eV/Å):
-1.021 0.634 0.482
0.370 -2.052 1.006
-0.202 -1.734 -0.214
0.638 1.439 -0.859
0.983 0.349 -0.151
0.840 -0.764 -1.082
-0.317 -0.461 -1.445
0.755 -0.541 -0.229
2.022 0.872 1.558
0.408 1.262 2.527
-7.198 0.517 -0.099
-0.346 -1.385 -2.211
1.626 -0.768 -1.174
6.341 -0.635 -0.654
-1.598 1.246 -2.032
5.675 -7.217 3.755
-4.679 1.529 -3.185
-0.256 5.706 0.067
1.603 0.073 -1.967
-2.163 -0.168 -1.470
1.149 -0.939 1.415
-2.646 -0.990 -0.333
1.936 -1.165 2.548
-0.321 2.763 1.819
-1.113 0.389 1.017
-1.314 -1.612 -0.811
0.057 4.118 0.445
1.841 0.491 1.622
-1.348 -3.323 -0.985
0.176 0.555 0.858
-1.194 -0.835 -0.948
1.363 1.705 -0.221
1.514 -1.974 -0.585
-2.062 -0.104 -1.466
-0.762 1.617 -1.666
-1.875 0.737 1.760
1.796 -0.019 -1.377
0.790 -1.658 1.738
-2.242 0.663 -0.917
-0.665 -0.768 2.430
-1.552 2.014 -0.605
0.213 0.377 2.611
1.497 1.262 1.645
0.628 -2.227 0.858
-1.466 1.436 1.940
-2.628 0.261 0.070
-1.483 -1.113 -1.863
1.334 -1.324 -2.313
0.856 1.445 1.973
-2.029 0.210 1.283
0.086 0.166 -1.802
1.103 -0.080 -2.203
-0.048 -1.885 -1.405
-0.760 1.891 -1.327
2.602 0.194 -0.071
0.789 2.324 1.091
2.713 0.418 -0.578
0.110 -2.507 -0.691
-0.545 -0.321 2.448
0.057 0.315 0.210
0.061 -0.638 0.274
-0.257 0.009 -0.244
0.169 0.045 -0.077
-0.130 0.005 -0.102
-0.152 -0.046 -0.074
0.094 -0.055 0.003
0.217 -0.133 -0.056
0.025 0.100 0.092
0.004 0.079 0.160
0.061 -0.061 -0.038
-0.133 0.268 -0.165
-0.306 -0.018 -0.129
0.146 -0.572 0.389
0.286 0.142 -0.194
-0.156 0.407 0.286
0.126 -0.003 -0.102
0.126 -0.054 -0.084
-0.038 0.064 0.110
-0.016 0.158 0.236
-0.137 -0.075 -0.082
-0.127 -0.114 -0.048
0.004 0.071 0.109
-0.033 0.062 -0.390
-0.133 0.144 0.330
0.673 0.108 -0.183
-0.098 -0.280 -0.054
-0.249 0.135 -0.297
0.017 -0.169 -0.023
0.057 -0.159 -0.034
-0.020 0.091 -0.088
-0.068 0.190 -0.202
0.012 0.012 0.119
0.071 0.035 0.131
-0.022 0.052 -0.125
-0.204 -0.180 0.265
-0.339 -0.043 -0.157
0.179 -0.470 0.476
0.272 0.128 -0.210
-0.048 0.278 0.179
0.137 -0.002 -0.102
0.158 -0.037 -0.070
-0.024 0.053 0.107
-0.011 0.151 0.233
-0.135 -0.074 -0.073
-0.117 -0.123 -0.063
0.023 0.071 0.102
-0.072 0.103 -0.416
0.104 0.238 -0.184
-0.667 -0.051 0.213
0.138 -0.309 -0.153
0.261 0.120 0.339
0.055 -0.134 -0.123
-0.057 -0.156 -0.083
0.018 0.011 0.096
0.062 -0.016 0.267
-0.005 0.148 -0.090
-0.067 0.148 -0.068
0.021 -0.017 0.115
0.208 -0.048 -0.289



Q: Which formula does entry 2 have?
A: C34H68BBr2NO11S2



Q: What is the formula in the first record?
A: C34H67ClN4O6